The following is a DFT calculation (ωB97M-V with the def2-TZVPD basis set) of a cluster of 2 separate species, C2H3BrS2 in total.

Structure (XYZ):
```
8
Properties=species:S:1:pos:R:3:mulliken_spin:R:1
C -0.28 0.13 0.99 0.49
C 0.74 -0.60 -0.74 0.36
S 0.62 0.41 2.26 0.94
S -1.98 0.12 0.61 0.14
Br -0.56 -1.34 -1.97 0.06
H 1.35 -1.43 -0.44 0.00
H 1.11 0.45 -1.01 0.00
H -2.35 0.95 1.43 0.01
```

charge: 0
HOMO (alpha / beta): -6.338 / -9.234 eV
2S+1: 3

***

The following is a DFT calculation (ωB97M-V with the def2-TZVPD basis set) of the molecule C16H28N2O6S.

Structure (XYZ):
```
53
Properties=species:S:1:pos:R:3:mulliken_charge:R:1
C -0.12 -5.80 -5.70 -1.30
H 0.00 -5.01 -6.44 0.33
C 0.72 -5.50 -4.47 -0.19
C 0.32 -4.18 -3.82 -0.64
H 0.43 -3.35 -4.53 0.40
H -0.72 -4.23 -3.48 0.37
O 1.16 -3.86 -2.72 -0.28
C 0.85 -4.40 -1.53 0.58
O -0.09 -5.13 -1.35 -0.59
C 1.83 -3.96 -0.47 -0.77
C 1.78 -2.44 -0.26 -0.74
C 0.44 -1.99 0.30 -0.51
C 0.37 -0.47 0.44 -0.72
C -0.92 -0.03 1.11 -0.08
C -1.15 1.48 1.10 -0.81
N 0.07 2.23 1.17 0.05
C 0.17 3.40 0.49 0.56
O -0.60 3.78 -0.36 -0.66
O 1.29 4.06 0.85 -0.39
C 1.53 5.28 0.15 -0.71
H 1.78 5.07 -0.89 0.30
H 0.64 5.91 0.18 0.32
H 2.36 5.75 0.65 0.25
H 0.66 2.13 1.98 0.38
H -1.64 1.78 0.17 0.51
C -2.08 1.79 2.31 -0.47
N -2.25 3.21 2.53 -0.09
C -1.29 4.04 3.03 0.55
O -0.31 3.72 3.64 -0.63
O -1.64 5.32 2.78 -0.41
C -0.76 6.31 3.32 -0.65
H -0.88 6.37 4.40 0.29
H 0.28 6.05 3.09 0.31
H -1.04 7.25 2.85 0.23
H -2.92 3.68 1.94 0.32
C -1.50 1.06 3.51 -0.65
H -2.23 0.90 4.29 0.47
H -0.64 1.59 3.92 0.32
S -0.97 -0.56 2.88 -0.23
H -3.07 1.39 2.09 0.51
H -1.77 -0.53 0.63 0.51
H 1.22 -0.12 1.03 0.26
H 0.42 0.00 -0.55 0.37
H -0.37 -2.34 -0.35 0.29
H 0.29 -2.44 1.28 0.27
H 2.58 -2.15 0.42 0.38
H 1.97 -1.95 -1.22 0.43
H 1.58 -4.48 0.46 0.33
H 2.83 -4.26 -0.79 0.36
H 1.78 -5.46 -4.74 0.29
H 0.60 -6.30 -3.73 0.28
H -1.17 -5.86 -5.44 0.35
H 0.18 -6.74 -6.14 0.35
```

SMILES string: CCCOC(=O)CCCC[C@H]1SC[C@@H](NC(=O)OC)[C@H]1NC(=O)OC
charge: 0
HOMO: -8.609 eV
2S+1: 1

***

The following is a DFT calculation (ωB97M-V with the def2-TZVPD basis set) of a cluster of 10 separate species, C14H48O10 in total.

Structure (XYZ):
```
72
Properties=species:S:1:pos:R:3:mulliken_charge:R:1
C 1.32 -4.28 -1.55 -1.42
C 0.89 -3.90 -0.17 1.23
C -0.64 -3.84 0.01 -0.52
O 1.31 -4.88 0.79 -0.61
H 0.87 -5.18 -1.97 0.35
H 2.41 -4.35 -1.72 0.30
H 0.99 -3.45 -2.11 0.31
H 1.35 -2.95 0.07 -0.15
H -0.95 -3.56 1.02 -0.11
H -1.06 -4.82 -0.20 0.55
H -1.13 -3.16 -0.70 -0.25
H 2.27 -4.84 0.86 0.36
C 0.95 1.54 -3.49 -1.40
C 1.14 2.78 -2.65 1.74
C 2.58 3.28 -2.55 -1.72
O 0.29 3.82 -3.14 -0.56
H 1.39 0.70 -2.95 0.13
H 1.40 1.57 -4.49 0.38
H -0.08 1.31 -3.61 0.40
H 0.84 2.66 -1.58 -0.53
H 3.05 3.33 -3.50 0.50
H 3.09 2.54 -1.90 0.20
H 2.61 4.19 -1.98 0.52
H 0.89 4.50 -3.49 0.36
C -1.88 3.37 0.08 -0.30
O -1.08 4.38 -0.50 -0.56
H -1.36 2.87 0.91 -0.09
H -2.79 3.84 0.50 0.30
H -2.12 2.67 -0.67 0.27
H -1.17 4.44 -1.47 0.30
C 0.40 0.51 3.75 -0.10
O 1.45 0.09 2.93 -0.59
H -0.12 1.34 3.32 0.07
H -0.32 -0.31 3.94 -0.16
H 0.87 0.70 4.72 0.31
H 1.05 -0.36 2.17 0.37
C 1.00 4.09 1.79 -0.50
O 1.41 4.84 0.66 -0.55
H 1.31 4.59 2.73 0.37
H -0.08 3.96 1.86 0.08
H 1.52 3.12 1.86 0.21
H 0.60 4.95 0.16 0.45
C -1.18 -3.20 4.03 -0.44
O -1.91 -2.06 4.57 -0.56
H -0.56 -2.84 3.23 0.03
H -0.51 -3.62 4.82 0.27
H -1.87 -3.97 3.72 0.34
H -2.79 -2.29 4.86 0.31
C -3.26 -1.34 -2.41 -0.22
O -3.51 -0.13 -1.70 -0.46
H -2.41 -1.84 -1.94 -0.25
H -4.11 -1.99 -2.35 0.33
H -2.99 -1.11 -3.45 0.29
H -4.20 0.45 -2.08 0.24
C 4.40 -0.23 -1.27 -0.61
O 3.90 -1.53 -1.29 -0.46
H 4.07 0.17 -0.37 0.24
H 5.50 -0.24 -1.36 0.36
H 3.96 0.36 -2.11 0.17
H 3.95 -1.89 -2.18 0.28
C 0.24 -0.36 -0.61 0.05
O -0.04 -0.82 0.69 0.36
H 1.30 -0.53 -0.82 0.07
H -0.37 -0.94 -1.33 0.04
H 0.04 0.72 -0.81 -0.22
H -0.96 -0.65 0.88 -0.09
C -3.62 -0.42 2.32 -0.41
O -2.81 -0.20 1.11 -0.44
H -4.30 -1.29 2.24 0.28
H -2.85 -0.64 3.08 0.02
H -4.16 0.50 2.54 0.28
H -3.37 -0.20 0.26 0.27
```

SMILES string: CC(C)O.CC(C)O.CO.CO.CO.CO.CO.CO.CO.CO
charge: 0
HOMO: -9.282 eV
2S+1: 1

***

The following is a DFT calculation (ωB97M-V with the def2-TZVPD basis set) of a structure of composition C37H47IrNO2.

Structure (XYZ):
```
88
Properties=species:S:1:pos:R:3:mulliken_spin:R:1
Ir -3.24 0.12 0.37 0.05
C 1.96 -2.24 4.27 0.00
C 1.51 -3.39 3.36 0.00
C 2.57 -3.62 2.28 0.00
C 1.40 -4.65 4.21 0.00
C 0.18 -3.02 2.70 -0.01
C 0.08 -1.84 1.98 0.01
C -1.13 -1.49 1.41 -0.02
N -1.38 -0.39 0.56 0.17
C -0.58 0.20 -0.31 0.06
C 0.79 -0.02 -0.55 0.29
C 1.55 0.78 -1.44 -0.13
C -0.53 2.12 -2.03 0.16
C -1.16 3.25 -1.15 0.04
C -1.80 2.32 -0.41 0.00
O -2.71 2.13 0.51 0.00
C -1.59 4.68 -1.45 0.00
C -0.70 5.36 -2.49 0.00
C -1.58 5.49 -0.15 0.00
C -3.03 4.62 -2.00 0.00
C 3.04 0.38 -1.55 -0.01
C 3.74 0.89 -2.82 0.00
C 3.78 0.94 -0.32 -0.01
C 3.18 -1.15 -1.57 0.00
C -2.30 -2.23 1.63 0.02
O -3.46 -1.67 1.27 0.00
C -2.20 -3.49 2.23 -0.01
C -0.95 -3.84 2.76 0.02
C -3.40 -4.43 2.32 0.00
C -4.41 -3.86 3.33 0.00
C -4.08 -4.56 0.95 0.00
C -3.00 -5.84 2.76 0.00
H 2.86 -2.52 4.82 0.00
H 1.18 -1.99 4.99 0.00
H 2.19 -1.34 3.70 0.00
H 3.55 -3.80 2.74 0.00
H 2.66 -2.76 1.62 0.00
H 2.32 -4.49 1.67 0.00
H 2.37 -4.87 4.67 0.00
H 1.12 -5.52 3.62 0.00
H 0.67 -4.53 5.01 0.00
H 0.93 -1.17 1.90 0.01
H 1.28 -0.82 -0.01 0.09
H -0.87 2.17 -3.07 0.01
H 0.29 5.56 -2.09 0.00
H -1.15 6.31 -2.79 0.00
H -0.58 4.75 -3.39 0.00
H -0.56 5.59 0.22 0.00
H -2.17 4.99 0.62 0.00
H -1.99 6.49 -0.31 0.00
H -3.07 4.05 -2.93 0.00
H -3.40 5.63 -2.21 0.00
H -3.69 4.15 -1.27 0.00
H 3.88 1.97 -2.82 0.00
H 3.19 0.62 -3.72 0.00
H 4.73 0.44 -2.87 0.00
H 3.73 2.03 -0.31 0.00
H 4.83 0.64 -0.35 0.00
H 3.34 0.57 0.61 0.00
H 2.52 -1.60 -2.32 0.00
H 2.98 -1.62 -0.61 0.00
H 4.21 -1.41 -1.83 0.00
H -0.87 -4.79 3.27 0.00
H -4.76 -2.88 3.02 0.00
H -3.95 -3.77 4.32 0.00
H -5.27 -4.53 3.42 0.00
H -4.40 -3.59 0.56 0.00
H -4.95 -5.21 1.03 0.00
H -3.39 -5.01 0.22 0.00
H -2.63 -5.86 3.79 0.00
H -2.23 -6.26 2.11 0.00
H -3.88 -6.49 2.72 0.00
C -2.62 0.44 -1.55 0.00
H -2.48 -0.50 -2.09 0.00
H -3.25 1.12 -2.13 0.00
C -1.32 1.14 -1.16 -0.03
C 0.96 1.87 -2.06 0.10
C 1.71 2.92 -2.80 0.10
C 1.67 2.99 -4.19 0.03
C 2.34 4.00 -4.86 0.00
C 3.04 4.96 -4.15 0.00
C 3.06 4.92 -2.76 0.00
C 2.39 3.90 -2.09 0.05
H 1.13 2.23 -4.75 0.00
H 2.32 4.03 -5.94 0.00
H 3.57 5.75 -4.68 0.00
H 3.58 5.69 -2.20 0.00
H 2.39 3.87 -1.01 0.00
```

charge: 0
HOMO (alpha / beta): -7.422 / -7.381 eV
2S+1: 2

***

The following is a DFT calculation (ωB97M-V with the def2-TZVPD basis set) of the molecule C4H11N2OS.

Structure (XYZ):
```
19
Properties=species:S:1:pos:R:3:mulliken_spin:R:1
C -1.33 -0.25 -0.38 -0.02
N -0.55 -1.44 -0.44 0.39
C -0.39 -2.12 -1.88 -0.05
O -1.51 -2.63 -2.13 0.62
C -0.60 0.88 0.48 0.04
C 0.89 0.45 0.71 0.01
S 2.11 1.39 1.73 0.00
N -1.01 2.24 0.01 0.00
H -2.41 -0.41 -0.11 0.00
H -1.29 0.20 -1.55 0.01
H -0.91 -2.20 0.27 -0.01
H 0.42 -2.88 -1.63 0.00
H -0.19 -1.23 -2.51 0.01
H -0.94 0.74 1.43 0.00
H 1.31 0.25 -0.28 0.00
H 0.83 -0.61 1.20 -0.01
H 2.38 0.55 2.73 0.00
H -1.20 2.09 -1.02 0.00
H -0.25 2.88 0.18 0.00
```

charge: 0
HOMO (alpha / beta): -9.178 / -9.163 eV
2S+1: 2

***

Total energy (computed, Ha): -3448.204044, -1585.695597, -1314.434221, -1747.535572, -741.779918
Strongest force on any atom (computed, eV Å⁻¹): 4.600, 0.537, 2.073, 1.388, 3.947
Energy above the lowest of the compared OMol25 structures with the same formula, charge and spin (computed, eV): 1.9616, 0.3375, 3.3909, 0.8499, 2.1711